{
  "formula": "C7H14N",
  "method": "ωB97M-V/def2-TZVPD",
  "e_homo_ev": -11.8,
  "total_charge": 1,
  "e_lumo_ev": -3.52,
  "smiles": "C/C=C/C=C/CC[NH3+]",
  "de_lowest_ev": 0.781,
  "gap_ev": 8.29,
  "spin_multiplicity": 1,
  "elements": ["C", "C", "C", "C", "C", "C", "C", "N", "H", "H", "H", "H", "H", "H", "H", "H", "H", "H", "H", "H", "H", "H"],
  "coordinates": [[1.75, 0.51, 3.94], [1.09, 0.76, 2.64], [1.09, 0.08, 1.48], [0.31, 0.63, 0.37], [0.14, -0.03, -0.79], [-0.57, 0.61, -1.94], [-1.55, -0.23, -2.77], [-1.51, -1.68, -2.27], [2.45, 1.33, 4.15], [2.47, -0.30, 3.99], [0.95, 0.44, 4.67], [0.41, 1.61, 2.66], [1.78, -0.72, 1.25], [-0.13, 1.61, 0.49], [0.64, -0.98, -0.99], [-1.09, 1.49, -1.54], [0.14, 1.08, -2.64], [-1.32, -0.28, -3.83], [-2.55, 0.10, -2.50], [-1.44, -1.64, -1.26], [-0.70, -2.18, -2.62], [-2.35, -2.21, -2.50]]
}

---

{
  "formula": "C9H14OS",
  "method": "ωB97M-V/def2-TZVPD",
  "e_homo_ev": -8.4,
  "e_lumo_ev": 0.75,
  "smiles": "Cc1ccc(O)cc1.CSC",
  "de_lowest_ev": 1.300,
  "gap_ev": 9.15,
  "spin_multiplicity": 1,
  "elements": ["C", "C", "C", "C", "C", "O", "C", "C", "H", "H", "H", "H", "H", "H", "H", "H", "C", "S", "C", "H", "H", "H", "H", "H", "H"],
  "coordinates": [[-1.61, -2.06, 0.18], [-1.25, -0.66, 0.40], [-1.96, 0.26, -0.37], [-2.03, 1.62, -0.04], [-1.36, 2.13, 1.05], [-1.46, 3.40, 1.48], [-0.46, 1.23, 1.70], [-0.42, -0.09, 1.37], [-0.80, -2.72, 0.53], [-1.62, -2.33, -0.94], [-2.40, -2.23, 0.94], [-2.77, -0.07, -1.02], [-2.67, 2.31, -0.58], [-1.44, 4.06, 0.74], [0.00, 1.60, 2.61], [-0.01, -0.94, 1.94], [2.58, -0.45, 0.25], [2.30, 0.61, -1.25], [2.36, -0.73, -2.52], [3.46, -1.14, 0.16], [2.82, 0.21, 1.09], [1.68, -0.93, 0.58], [1.39, -1.25, -2.48], [3.06, -1.50, -2.30], [2.62, -0.33, -3.52]]
}

---

{
  "formula": "C5H11N2",
  "method": "ωB97M-V/def2-TZVPD",
  "e_homo_ev": [-14.3, -14.3],
  "total_charge": 1,
  "e_lumo_ev": [-6.03, -6.03],
  "de_lowest_ev": 6.337,
  "gap_ev": [8.31, 8.31],
  "spin_multiplicity": 1,
  "elements": ["C", "C", "C", "C", "C", "N", "N", "H", "H", "H", "H", "H", "H", "H", "H", "H", "H", "H"],
  "coordinates": [[1.34, 0.45, 1.45], [1.87, -0.57, 0.53], [0.54, 0.13, 0.16], [0.45, 1.09, -0.96], [-2.31, -0.43, -0.78], [-0.50, -1.59, 1.45], [-0.45, -0.82, 0.50], [1.04, 0.06, 2.41], [1.93, 1.47, 1.43], [2.64, -0.29, -0.03], [1.90, -1.55, 0.74], [1.54, 1.17, -1.17], [-0.04, 2.00, -0.71], [-0.02, 0.64, -1.72], [-2.46, 0.48, -0.32], [-3.14, -1.01, -0.48], [-1.60, -0.52, -1.56], [-1.20, -2.28, 1.44]]
}

---

{
  "formula": "C6H13N",
  "method": "ωB97M-V/def2-TZVPD",
  "e_homo_ev": [-1.2, -1.2],
  "total_charge": -1,
  "e_lumo_ev": [4.38, 2.85],
  "de_lowest_ev": 2.953,
  "gap_ev": [5.59, 4.03],
  "spin_multiplicity": 2,
  "elements": ["C", "C", "C", "C", "C", "C", "N", "H", "H", "H", "H", "H", "H", "H", "H", "H", "H", "H", "H", "H"],
  "coordinates": [[2.06, 0.25, 0.07], [0.64, 0.33, -0.36], [-0.45, -0.25, 0.30], [-0.43, -1.02, 1.46], [-1.77, -0.16, -0.45], [-2.35, 1.25, -0.54], [2.80, -0.90, -0.52], [2.55, 1.18, -0.27], [2.15, 0.18, 1.15], [0.46, 0.82, -1.32], [-3.78, 1.67, 1.18], [-1.38, -1.16, 1.97], [0.45, -1.06, 2.09], [-1.69, -0.62, -1.43], [-2.46, -0.77, 0.14], [-2.89, 1.43, 0.51], [-3.13, 1.31, -1.29], [-1.60, 2.03, -0.51], [2.19, -1.35, -1.19], [3.65, -0.63, -1.00]]
}

---

{
  "formula": "C4H4Cl2O2",
  "method": "ωB97M-V/def2-TZVPD",
  "e_homo_ev": -10.4,
  "e_lumo_ev": 0.37,
  "smiles": "O=CCC(Cl)(Cl)C=O",
  "de_lowest_ev": 0.676,
  "gap_ev": 10.78,
  "spin_multiplicity": 1,
  "elements": ["O", "C", "C", "C", "Cl", "Cl", "C", "O", "H", "H", "H", "H"],
  "coordinates": [[-0.05, -2.09, -0.12], [-0.81, -1.38, 0.53], [-0.71, 0.13, 0.62], [0.57, 0.73, 0.13], [0.27, 2.49, -0.09], [1.95, 0.35, 1.22], [0.92, 0.29, -1.34], [1.97, -0.04, -1.84], [-1.65, -1.84, 1.12], [-1.58, 0.58, 0.09], [-0.92, 0.49, 1.66], [0.03, 0.29, -1.97]]
}

---

{
  "formula": "C5H13NO",
  "method": "ωB97M-V/def2-TZVPD",
  "e_homo_ev": [-14.7, -14.7],
  "total_charge": 1,
  "e_lumo_ev": [-2.72, -7.36],
  "de_lowest_ev": 1.436,
  "gap_ev": [11.97, 7.31],
  "spin_multiplicity": 2,
  "elements": ["C", "N", "C", "C", "C", "C", "O", "H", "H", "H", "H", "H", "H", "H", "H", "H", "H", "H", "H", "H"],
  "coordinates": [[-1.03, 1.82, -0.11], [-0.23, 0.68, -0.62], [1.14, 1.06, -0.91], [-0.67, -0.41, 1.64], [-0.38, -0.55, 0.12], [0.72, -1.60, -0.13], [0.70, -1.97, -1.50], [-1.83, 1.39, 0.47], [-1.31, 2.46, -0.94], [-0.32, 2.45, 0.42], [1.73, 1.16, -0.01], [1.58, 0.28, -1.53], [1.12, 1.90, -1.60], [-0.28, 0.53, 2.02], [-0.36, -1.23, 2.29], [-1.75, -0.44, 1.80], [-1.24, -1.09, -0.29], [0.46, -2.44, 0.52], [1.73, -1.22, 0.04], [0.23, -2.79, -1.68]]
}

---

{
  "formula": "C5H7NO3",
  "method": "ωB97M-V/def2-TZVPD",
  "e_homo_ev": -9.2,
  "e_lumo_ev": -1.61,
  "de_lowest_ev": 8.847,
  "gap_ev": 7.54,
  "spin_multiplicity": 1,
  "elements": ["C", "C", "C", "C", "C", "H", "H", "H", "H", "H", "H", "H", "N", "O", "O", "O"],
  "coordinates": [[1.91, -1.72, -0.29], [1.38, -0.39, 0.05], [0.19, 0.24, -0.45], [-1.62, -0.73, 0.42], [-0.07, 1.67, -0.27], [1.03, -2.15, -0.88], [2.61, -1.95, -1.02], [2.20, -2.03, 0.59], [2.11, 1.34, 1.45], [3.68, 0.39, -0.18], [-1.35, 0.06, 1.29], [0.80, 2.26, -0.37], [2.23, 0.60, 0.80], [-0.85, -0.48, -0.66], [-2.72, -1.37, 0.42], [-1.11, 2.28, -0.16]]
}

---

{
  "formula": "C26H53ClFO18S4",
  "method": "ωB97M-V/def2-TZVPD",
  "e_homo_ev": -7.4,
  "total_charge": -1,
  "e_lumo_ev": 2.15,
  "gap_ev": 9.50,
  "spin_multiplicity": 1,
  "elements": ["Cl", "O", "O", "O", "O", "C", "C", "C", "O", "C", "H", "H", "H", "H", "H", "H", "H", "H", "C", "C", "C", "O", "C", "H", "H", "H", "H", "H", "H", "H", "H", "O", "S", "O", "O", "C", "C", "C", "H", "H", "H", "H", "H", "H", "H", "H", "O", "S", "O", "O", "C", "C", "C", "H", "H", "H", "H", "H", "H", "H", "H", "O", "S", "O", "O", "C", "C", "C", "H", "H", "H", "H", "H", "H", "H", "H", "O", "S", "O", "O", "C", "C", "C", "H", "H", "H", "H", "H", "H", "H", "H", "F", "C", "C", "C", "C", "C", "C", "H", "H", "H", "H", "H"],
  "coordinates": [[28.61, 25.41, 20.46], [28.45, 26.02, 21.76], [27.74, 26.04, 19.49], [29.99, 25.61, 20.04], [28.34, 24.00, 20.57], [31.38, 22.74, 19.63], [30.87, 22.80, 18.18], [30.87, 21.32, 17.74], [31.52, 20.56, 18.78], [32.22, 21.46, 19.62], [30.60, 22.70, 20.39], [31.99, 23.61, 19.84], [31.56, 23.37, 17.56], [29.86, 23.19, 18.16], [31.33, 21.14, 16.77], [29.85, 20.91, 17.72], [33.21, 21.66, 19.19], [32.34, 20.98, 20.59], [31.96, 27.78, 24.08], [32.04, 29.11, 24.82], [30.63, 29.26, 25.43], [29.79, 28.32, 24.78], [30.48, 27.75, 23.68], [32.27, 26.92, 24.68], [32.56, 27.80, 23.17], [32.20, 29.92, 24.11], [32.85, 29.13, 25.55], [30.23, 30.26, 25.25], [30.62, 29.06, 26.50], [30.35, 28.41, 22.81], [30.08, 26.77, 23.44], [26.73, 31.53, 18.47], [27.34, 30.25, 18.52], [28.22, 29.83, 17.47], [28.12, 30.20, 19.89], [28.99, 29.07, 20.04], [30.45, 29.42, 19.79], [26.13, 28.97, 18.75], [28.77, 28.23, 19.37], [28.87, 28.69, 21.05], [30.61, 29.75, 18.76], [31.06, 28.54, 19.98], [30.80, 30.23, 20.43], [25.59, 29.22, 19.66], [26.63, 28.01, 18.76], [25.47, 29.04, 17.89], [30.04, 25.68, 14.42], [30.62, 26.36, 15.53], [31.91, 25.95, 16.00], [30.68, 27.89, 15.10], [31.66, 28.73, 15.74], [31.60, 30.07, 15.04], [29.50, 26.42, 16.87], [32.64, 28.28, 15.58], [31.49, 28.84, 16.81], [30.57, 30.44, 15.00], [31.93, 29.96, 14.00], [32.21, 30.82, 15.54], [29.17, 25.40, 17.05], [28.71, 27.15, 16.74], [30.08, 26.77, 17.73], [34.97, 26.16, 21.89], [34.44, 25.31, 20.86], [35.37, 24.68, 20.00], [33.60, 24.16, 21.56], [32.67, 24.50, 22.60], [32.42, 23.26, 23.45], [33.16, 26.15, 19.99], [31.72, 24.82, 22.17], [33.02, 25.32, 23.23], [33.35, 22.90, 23.89], [31.91, 22.51, 22.86], [31.71, 23.55, 24.23], [32.23, 26.08, 20.55], [33.02, 25.63, 19.04], [33.44, 27.19, 19.82], [21.64, 21.20, 22.98], [22.18, 21.54, 21.71], [21.32, 21.98, 20.66], [23.28, 22.64, 21.95], [23.67, 23.44, 20.78], [24.93, 24.16, 21.15], [23.15, 20.19, 21.14], [22.85, 24.12, 20.61], [23.85, 22.78, 19.93], [24.84, 24.83, 22.00], [25.24, 24.74, 20.28], [25.72, 23.45, 21.39], [23.73, 20.49, 20.26], [22.43, 19.42, 20.86], [23.79, 19.83, 21.93], [24.26, 27.36, 27.05], [24.74, 26.30, 26.37], [24.10, 25.08, 26.48], [24.54, 24.00, 25.73], [25.60, 24.18, 24.85], [26.21, 25.42, 24.70], [25.79, 26.48, 25.50], [23.32, 24.96, 27.22], [24.15, 23.03, 25.99], [25.97, 23.36, 24.26], [27.05, 25.56, 24.02], [26.29, 27.44, 25.44]]
}

---

Per-record total energy, hartree: -329.5788 -824.7043 -306.1506 -290.9958 -1225.6493 -327.9625 -474.9239 -4529.4005